ORCA calculation (ωB97M-V with the def2-TZVPD basis set) on a 32-piece molecular cluster, CH66NO31PS overall in a non-equilibrium geometry.

CARTESIAN COORDINATES (ANGSTROEM)
P -0.8067 1.7706 -2.5653
N -2.1704 3.1190 -2.3369
C -3.2101 2.6096 -2.5760
S -4.4746 1.6629 -2.4816
H -1.5227 1.3258 -3.6925
H -1.1055 1.3335 -1.2575
H 0.2057 2.7277 -2.6895
H 0.1114 0.6695 -2.7041
O -4.1931 -1.3822 -1.1871
H -4.4642 -2.0649 -1.8168
H -4.3763 -0.5542 -1.6432
O 2.5120 2.0867 -1.9593
H 3.0135 2.8240 -1.5902
H 3.1093 1.7058 -2.6153
O 3.9640 -0.1775 -0.7192
H 3.6381 -1.0448 -0.4610
H 3.1615 0.3658 -0.7845
O -4.7588 -4.0230 -2.6438
H -3.8920 -4.3542 -2.8879
H -5.3513 -4.7176 -2.9332
O 1.8886 0.9172 1.2986
H 1.3285 1.6808 1.4628
H 2.7863 1.2619 1.3944
O -2.4046 -0.1169 1.3373
H -3.1709 -0.3396 0.7947
H -1.9050 -0.9375 1.4004
O 3.3777 1.9632 3.3890
H 2.4619 2.2542 3.4577
H 3.4567 1.2834 4.0737
O -1.3856 2.4015 -6.0007
H -1.4068 2.3264 -6.9591
H -2.2347 2.7983 -5.7772
O 2.7052 4.8260 3.8173
H 2.8380 5.1480 2.9178
H 3.1648 3.9774 3.8387
O -0.0913 -2.3279 1.0172
H 0.3887 -1.5271 1.2616
H 0.4766 -2.7443 0.3566
O 2.7522 6.7696 1.3516
H 1.7935 6.7935 1.4333
H 2.9574 7.4904 0.7500
O 1.8184 4.7655 -2.0793
H 1.0547 5.1608 -2.5118
H 1.4399 4.2542 -1.3572
O 3.2853 2.0847 -4.6691
H 2.7838 2.9076 -4.6385
H 3.2178 1.7977 -5.5880
O 2.8964 -3.0659 1.0422
H 2.4240 -3.2103 1.8713
H 3.7083 -2.6338 1.3198
O -4.0311 4.8843 0.0493
H -3.6132 4.3231 0.7094
H -3.6008 4.6355 -0.7752
O -3.9340 -5.6648 -4.4704
H -3.8921 -5.4252 -5.4087
H -3.4491 -6.4948 -4.4163
O 3.2337 -2.1149 3.8480
H 3.2462 -1.1508 3.8432
H 2.7446 -2.3371 4.6496
O 2.0459 -0.5926 -5.1066
H 2.5500 0.1391 -4.7299
H 2.6385 -0.9780 -5.7598
O -3.4188 -4.8351 -7.2855
H -3.6952 -5.5082 -7.9160
H -3.6089 -4.0020 -7.7275
O 0.5608 -2.4688 5.3448
H -0.2794 -2.1915 4.9651
H 0.3156 -2.9242 6.1618
O 5.9935 2.3022 -1.0365
H 6.7398 2.2444 -1.6396
H 5.6038 1.4176 -1.0514
O -6.8144 -0.1561 0.3034
H -5.9389 -0.4872 0.0637
H -7.4191 -0.8519 0.0167
O 4.5107 4.2316 0.5300
H 5.0030 4.9662 0.9056
H 5.1108 3.8471 -0.1268
O 1.8732 -3.7075 7.5142
H 2.3357 -4.2161 8.1904
H 2.2867 -3.9714 6.6860
O -0.5627 -4.4594 2.8314
H -1.5117 -4.4871 2.9805
H -0.4471 -3.7843 2.1409
O -0.3447 0.2137 6.3636
H -0.3369 0.4346 5.4279
H 0.1710 -0.6012 6.4181
O 3.1313 -5.4651 10.0351
H 2.9004 -5.1558 10.9165
H 2.7439 -6.3446 9.9829
O -8.0991 2.5378 0.3806
H -8.0492 2.7765 -0.5482
H -7.6152 1.7009 0.4356
O 4.2988 -0.1804 5.1756
H 4.3896 -0.7528 5.9434
H 5.1161 -0.3090 4.6821
O -8.5273 -2.6095 -0.9383
H -9.2989 -2.8082 -1.4762
H -8.0487 -3.4430 -0.8894
O 2.0141 -0.1241 -7.9710
H 2.0108 -0.1801 -8.9317
H 1.1724 0.2867 -7.7506

HOMO level (eV): -9.1435
Multiplicity: 1
Orbital gap (eV): 8.9
Net charge: 0